Arrangement w

Formula: C6H15NS
Source: the OMol25 dataset
Level of theory: ωB97M-V with the def2-TZVPD basis set

Bonds (Å) are listed after each position.
Element x y z (Å)
1 C 1.14 -0.40 -0.70  C2 1.461, C5 1.464, H9 1.182, H10 1.174
2 C 1.23 -0.54 0.75  C1 1.461, C3 1.616, H11 1.074, H12 1.061
3 C 2.68 -0.72 1.46  C2 1.616, S4 1.904, H13 1.195, H14 1.144
4 S 3.05 -2.59 1.37  C3 1.904, H15 1.347
5 C -0.23 -0.15 -1.14  C1 1.464, N6 1.516, H16 1.211, H17 1.117
6 N -0.74 1.22 -0.74  C5 1.516, C7 1.438, H18 0.944
7 C -1.94 1.03 0.04  N6 1.438, C8 1.556, H19 1.173, H20 1.083
8 C -3.21 1.13 -0.85  C7 1.556, H21 1.075, H22 1.135, H23 1.059
9 H 1.93 0.31 -1.21  C1 1.182
10 H 1.35 -1.44 -1.20  C1 1.174
11 H 0.59 -1.40 0.86  C2 1.074
12 H 0.58 0.11 1.28  C2 1.061
13 H 3.57 -0.04 1.07  C3 1.195
14 H 2.53 -0.34 2.53  C3 1.144
15 H 3.96 -2.47 2.35  S4 1.347
16 H -0.23 -0.17 -2.35  C5 1.211
17 H -0.81 -0.98 -0.66  C5 1.117
18 H -0.98 1.72 -1.50  N6 0.944
19 H -1.94 1.90 0.83  C7 1.173
20 H -1.87 0.18 0.70  C7 1.083
21 H -2.85 1.62 -1.73  C8 1.075
22 H -4.01 1.77 -0.36  C8 1.135
23 H -3.82 0.27 -0.78  C8 1.059

Properties
Total charge ... 0
SMILES ... CCNCCCCS

=====

Arrangement x

Formula: C6H15NS
Source: the OMol25 dataset
Level of theory: ωB97M-V with the def2-TZVPD basis set

Bonds (Å) are listed after each position.
Element x y z (Å)
1 C -1.45 -0.92 1.14  C2 1.534, C4 1.512, H9 1.090, H10 1.092
2 C -1.82 -1.39 -0.28  C1 1.534, S3 1.831, H11 1.086, H12 1.086
3 S -2.76 -0.14 -1.22  C2 1.831, H13 1.341
4 C 0.04 -0.96 1.39  C1 1.512, N5 1.448, H14 1.097, H15 1.094
5 N 0.71 0.04 0.60  C4 1.448, C6 1.453, H16 1.011
6 C 2.09 0.32 0.95  N5 1.453, C7 1.520, H17 1.098, H18 1.104
7 C 2.53 1.61 0.27  C6 1.520, C8 1.536, H19 1.090, H20 1.093
8 C 2.85 1.49 -1.22  C7 1.536, H21 1.089, H22 1.091, H23 1.088
9 H -1.94 0.04 1.32  C1 1.090
10 H -1.96 -1.56 1.86  C1 1.092
11 H -2.61 -2.14 -0.21  C2 1.086
12 H -0.99 -1.80 -0.85  C2 1.086
13 H -1.88 0.50 -2.00  S3 1.341
14 H 0.43 -1.98 1.29  C4 1.097
15 H 0.26 -0.63 2.42  C4 1.094
16 H 0.58 0.06 -0.41  N5 1.011
17 H 2.14 0.55 2.03  C6 1.098
18 H 2.80 -0.51 0.81  C6 1.104
19 H 3.30 2.09 0.87  C7 1.090
20 H 1.66 2.27 0.33  C7 1.093
21 H 1.94 1.62 -1.81  C8 1.089
22 H 3.23 0.51 -1.50  C8 1.091
23 H 3.62 2.21 -1.51  C8 1.088

Properties
Total charge ... 0
SMILES ... CCCNCCCS

=====

Of the structures shown above, arrangement x is the most stable.